Record 1
ORCA calculation (the ωB97M-V functional and the def2-TZVPD basis) on one molecule with the formula CF3IS in a non-equilibrium geometry.

Structure (XYZ):
```
6
Properties=species:S:1:pos:R:3:forces:R:3
F -0.31211 0.02216 1.61621 -0.18 0.11 3.07
C -0.29166 -0.41409 0.41877 0.78 2.78 -2.45
F -0.39646 -1.69082 0.34822 0.49 -1.64 -0.07
F -1.39369 0.10582 -0.17911 0.93 -0.09 -0.46
S 1.50504 0.38812 -0.17023 -1.81 -1.62 0.72
I 0.88888 1.58880 -2.03386 -0.22 0.45 -0.81
```
Forces are in eV/Å.

E_HOMO = -9.16 eV
LUMO energy = -0.6 eV
Relative energy (zero: lowest compared OMol25 entry of this formula, charge and spin) = 0.0 kcal/mol
Structure (SMILES) = FC(F)(F)SI
Frontier orbital gap = 8.57 eV
Strongest force on any atom = 3.79 eV/A

Record 2
ORCA calculation (the ωB97M-V functional and the def2-TZVPD basis) on one molecule with the formula C3H9N3O in a non-equilibrium geometry.

Structure (XYZ):
```
16
Properties=species:S:1:pos:R:3:forces:R:3
N -0.11399 -2.55422 0.36910 -2.71 1.91 -1.49
C -0.83033 -1.40651 1.10260 1.91 0.95 -2.08
N -0.03723 -0.13230 0.85726 1.94 -2.14 1.60
C -0.10967 0.31371 -0.46498 3.99 1.91 -0.70
C 0.89189 1.54316 -0.69902 0.82 -0.22 -3.07
N 0.61702 2.88207 -0.30786 -3.81 -0.86 -0.35
O 1.78565 1.36298 -1.54026 -0.68 0.05 1.99
H -0.06526 -3.40626 0.88913 -0.30 -0.45 0.29
H -0.70759 -2.69400 -0.52873 1.63 -0.22 2.11
H -1.79660 -1.14343 0.65690 -0.07 -0.57 0.19
H -0.93743 -1.50286 2.16599 0.16 -0.54 0.38
H 0.99985 -0.41577 0.81879 -1.92 0.06 1.30
H 0.32251 -0.36885 -1.20938 -0.94 -0.04 -0.18
H -0.92841 0.87350 -0.67681 -3.57 0.51 -1.00
H 1.29661 3.46298 -0.73576 0.70 0.57 -0.52
H -0.38700 3.18578 -0.69698 2.85 -0.91 1.53
```
Forces are in eV/Å.

E_HOMO = -9.24 eV
LUMO energy = 0.7 eV
Relative energy (zero: lowest compared OMol25 entry of this formula, charge and spin) = 57.4 kcal/mol
Structure (SMILES) = NCNCC(N)=O
Frontier orbital gap = 9.99 eV
Strongest force on any atom = 4.48 eV/A

Record 3
ORCA calculation (the ωB97M-V functional and the def2-TZVPD basis) on C34H43BaN10S as an isolated structure in a non-equilibrium geometry.

Structure (XYZ):
```
89
Properties=species:S:1:pos:R:3:forces:R:3
Ba -0.20816 -1.00295 0.51756 -0.93 -0.15 -0.38
C -0.83452 -4.35742 2.04624 0.06 0.00 -0.02
C -1.75459 -3.61054 2.99632 -0.09 0.01 0.16
N -1.62107 -2.16182 2.86226 0.11 0.08 -0.03
C -2.84199 -1.41319 3.12765 0.00 0.05 0.05
C -3.97528 -1.73429 2.15061 -0.07 0.01 0.06
S -3.51523 -1.91011 0.40345 0.04 0.11 -0.11
C -3.42666 -3.71387 0.17781 -0.05 -0.15 0.03
C -2.06517 -4.33622 -0.14004 -0.01 0.00 0.09
N -0.92818 -3.88313 0.66206 0.23 0.06 -0.24
H -1.02835 -5.43513 2.12734 -0.02 0.01 0.00
H 0.19886 -4.19377 2.36421 0.00 -0.01 -0.01
H -1.54937 -3.95370 4.01711 0.00 0.01 -0.02
H -2.79099 -3.87954 2.80196 0.01 -0.02 -0.02
H -0.87322 -1.81240 3.45582 0.01 -0.02 0.01
H -2.59698 -0.34943 3.06396 0.01 -0.01 -0.05
H -3.23245 -1.57661 4.14266 0.01 0.00 -0.02
H -4.70837 -0.92857 2.19137 0.01 0.00 -0.02
H -4.51619 -2.63735 2.43277 0.03 -0.01 -0.01
H -4.09045 -3.95756 -0.65323 0.00 0.03 0.01
H -3.87770 -4.17189 1.05652 0.02 0.03 0.01
H -1.81555 -4.11331 -1.17970 -0.01 0.02 0.01
H -2.19274 -5.42689 -0.08108 -0.02 0.01 0.01
H -0.09675 -4.21330 0.18236 0.00 -0.05 0.02
C 4.34499 -2.51488 -0.60247 -0.03 -0.01 -0.05
C 5.18483 -1.81591 0.25361 0.06 -0.01 -0.01
C 4.64186 -0.98644 1.21058 -0.03 0.01 0.08
C 3.25418 -0.84686 1.32574 -0.10 0.05 0.09
N 2.45061 -1.50937 0.46793 0.27 -0.03 0.05
C 2.98994 -2.31434 -0.45381 0.07 0.08 0.09
C 2.60689 -0.02265 2.40237 0.09 -0.21 -0.15
C 3.41552 0.73740 3.25409 -0.03 0.08 0.03
C 2.85771 1.43152 4.31431 0.00 0.00 0.01
C 1.48713 1.36973 4.52505 0.00 0.04 -0.03
C 0.69633 0.64321 3.64304 0.07 -0.06 -0.02
C 1.20516 -0.08400 2.55400 0.29 0.10 0.51
H 4.72544 -3.18763 -1.35734 0.01 0.00 0.00
H 6.25884 -1.92679 0.18134 0.00 0.00 -0.01
H 5.29443 -0.46212 1.89032 0.03 -0.02 -0.02
H 2.29343 -2.83537 -1.10555 -0.03 0.01 0.00
H 4.48592 0.80778 3.11344 0.01 0.00 0.00
H 3.48949 2.00955 4.97595 0.01 0.00 0.00
H 1.04447 1.89138 5.36597 -0.01 0.01 0.00
H -0.38027 0.65426 3.83020 -0.02 0.00 -0.01
C -0.02339 -0.04691 -3.01965 0.00 0.02 -0.01
N -0.59050 -1.30130 -2.46509 0.15 -0.02 -0.06
C -2.02397 -1.33924 -2.82307 -0.02 0.06 -0.03
N -2.24035 -1.26032 -4.25954 0.02 0.01 0.02
C -1.63829 -0.01481 -4.74830 -0.02 0.03 -0.03
N -0.20301 0.05242 -4.45993 -0.02 -0.01 0.03
C 0.44606 -1.09942 -5.08990 0.03 0.01 -0.04
N -0.10590 -2.36990 -4.60706 -0.02 0.00 0.03
C 0.07339 -2.42180 -3.16472 -0.02 -0.05 -0.01
C -1.54350 -2.38372 -4.89285 -0.02 -0.02 -0.02
H 1.04401 -0.01277 -2.78255 0.00 -0.01 -0.03
H -0.50720 0.80167 -2.53446 0.01 0.00 -0.01
H -2.53087 -0.50243 -2.33519 0.00 -0.02 0.00
H -2.45779 -2.26870 -2.44492 0.00 -0.01 -0.01
H -2.13799 0.83334 -4.27529 0.00 0.00 0.00
H -1.78828 0.05197 -5.82638 0.00 0.00 0.00
H 1.51592 -1.06947 -4.87428 0.00 0.00 0.00
H 0.30798 -1.04052 -6.17000 0.00 0.00 0.00
H 1.14212 -2.38934 -2.94132 0.00 0.01 -0.01
H -0.33764 -3.36391 -2.78925 0.01 0.00 -0.01
H -1.97213 -3.32043 -4.52923 0.01 0.00 0.00
H -1.69168 -2.33165 -5.97188 0.00 0.00 0.00
C -2.37080 3.60476 -0.46205 0.05 0.00 0.01
C -1.88879 2.34023 -0.73641 -0.02 -0.05 -0.04
N -0.83144 1.80469 -0.11412 -0.18 -0.01 0.14
C -0.22709 2.54865 0.81428 0.13 0.01 -0.06
C -0.62545 3.83573 1.15454 0.04 0.03 0.05
C -1.72792 4.36424 0.50449 -0.05 0.01 -0.03
C 0.11534 4.58928 2.19605 0.01 -0.01 -0.05
C 1.09139 5.46769 1.98825 0.07 0.03 0.02
C 1.67208 5.88125 0.69601 -0.11 -0.05 0.13
C 2.50877 6.98875 0.64364 0.05 0.02 -0.05
C 3.02149 7.33700 -0.59273 -0.01 -0.01 -0.01
N 2.74120 6.65046 -1.69776 0.01 0.02 0.07
C 1.93717 5.60591 -1.53518 -0.03 -0.02 -0.06
N 1.38521 5.18048 -0.40582 0.06 0.05 -0.05
H -3.22627 3.98871 -0.99922 -0.01 0.00 0.00
H -2.36975 1.72605 -1.49119 -0.01 0.00 0.02
H 0.63533 2.11356 1.30757 -0.01 -0.03 0.00
H -2.06787 5.36561 0.73614 0.00 0.00 0.01
H -0.16904 4.39859 3.22585 -0.05 -0.04 -0.01
H 1.52105 5.95055 2.85876 0.01 0.03 -0.02
H 2.75102 7.55824 1.52976 -0.01 -0.01 0.02
H 3.67754 8.19304 -0.70119 0.00 0.00 -0.03
H 1.70404 5.03835 -2.42958 0.00 -0.02 0.00
```
Forces are in eV/Å.

E_HOMO = -9.74 eV
LUMO energy = -2.0 eV
Relative energy (zero: lowest compared OMol25 entry of this formula, charge and spin) = 4.5 kcal/mol
Frontier orbital gap = 7.78 eV
Net charge = +1
Strongest force on any atom = 1.02 eV/A